76
Properties=species:S:1:pos:R:3:forces:R:3 method="wB97M-V/def2-TZVPD" e_homo_ha=-0.14193 total_energy_ha=-9362.29286 charge=-1 homo_lumo_gap_ev=1.205 max_force_ev_per_a=5.8 mol_weight_g_mol=974.5
C -1.2957 1.9476 0.5755 -0.5 0.3 0.7
C -2.5187 1.0361 0.7698 0.6 -0.2 -0.5
Br -3.1247 1.3144 2.6463 -0.1 -0.2 -0.4
C -2.1925 -0.4742 0.5144 -2.2 0.8 0.5
C -2.9316 -1.0028 -0.7824 2.0 -0.8 -1.3
O -1.8071 -1.4057 -1.6271 0.2 -0.5 -0.4
B -1.5279 -2.8157 -1.3378 0.3 -0.8 1.5
S -1.6278 -3.8101 -3.0108 -1.5 -1.1 -1.8
C 0.0048 -3.1140 -0.7933 0.0 0.8 0.6
C 0.1384 -3.2391 0.7361 0.2 -0.3 -0.2
C 0.1414 -4.7023 1.1944 0.2 0.0 -0.2
Br 1.8591 -2.4708 1.3137 -0.4 -0.1 0.3
O -2.5955 -3.2863 -0.4397 -0.1 0.8 0.0
C -3.6874 -2.3900 -0.7691 -0.3 -1.2 1.8
C -4.8909 -2.6459 0.2266 -0.2 3.3 0.3
C -5.5537 -1.1570 0.6227 -0.4 -3.4 0.5
C -6.9755 -1.2333 1.2001 2.6 1.0 -1.7
O -6.6596 -0.7852 -0.1484 0.8 -0.6 1.6
H -1.0715 2.1578 -0.4770 0.0 -0.4 0.2
H -0.4403 1.5172 1.1127 0.0 0.1 -0.3
H -1.5032 2.9194 1.0462 0.1 -0.2 -0.2
H -3.3355 1.3295 0.0996 0.0 0.2 0.6
H -2.5877 -1.0004 1.4051 0.7 0.0 -0.5
H -1.1035 -0.5314 0.4416 -0.3 -0.6 -0.1
H -3.3634 -0.1955 -1.3881 -0.6 -0.2 0.7
H -1.8474 -5.1194 -2.7618 0.2 0.5 0.4
H 0.6380 -2.2228 -1.0802 -0.4 -1.0 0.4
H 0.4165 -4.0443 -1.2174 0.1 0.4 -0.1
H -0.6751 -2.7222 1.2616 0.3 0.1 -0.2
H 0.1626 -4.7449 2.2957 0.0 0.0 -0.3
H 1.0542 -5.2264 0.8744 -0.2 0.2 0.0
H -0.7289 -5.2474 0.7883 0.1 0.2 0.3
H -4.0182 -2.7526 -1.7550 0.0 1.1 -0.1
H -4.6117 -3.1486 1.2099 -1.5 0.3 -5.6
H -5.7675 -3.1059 -0.2429 0.5 -0.3 0.0
H -4.8826 -0.3828 1.0250 -0.2 -0.1 -0.4
H -7.4577 -2.2068 1.2317 -0.2 0.3 0.3
H -7.0881 -0.4306 1.9241 -1.0 -0.2 -0.2
K 0.4131 -2.1090 -3.4065 0.6 0.9 -0.4
F -8.2971 0.6330 -0.7367 -0.8 0.6 -0.1
C 0.5598 5.8571 -1.9389 -0.1 0.0 -0.3
C 0.6401 4.6014 -2.3943 0.1 0.1 0.5
C 0.4045 4.2751 -3.8337 -0.1 0.0 -0.1
O 0.5090 3.1270 -4.2147 0.0 0.0 0.2
C 0.0406 5.3734 -4.7406 -0.1 0.0 -0.4
C -0.0459 6.6097 -4.2713 0.2 -1.1 -0.8
C 0.2362 6.9531 -2.8524 0.0 0.5 0.6
O 0.1765 8.1135 -2.5425 1.2 0.1 0.4
O -0.4193 7.6793 -5.0521 -0.2 0.2 -0.6
O 0.9419 3.5733 -1.5911 -0.1 0.0 -0.6
H 0.7380 6.1103 -0.9037 0.0 0.0 0.0
H -0.1582 5.1255 -5.7751 0.1 0.0 0.0
H -0.4596 8.5001 -4.4448 -1.7 0.4 0.7
H 0.9411 2.7815 -2.1588 0.0 0.0 0.1
Be -1.3372 -5.1418 3.7919 0.0 -0.1 0.2
C 2.9389 -0.9640 4.4995 0.1 -0.4 -0.2
Cl 4.4026 -0.6453 5.4298 0.0 0.2 0.3
Cl 1.9141 0.4942 4.3685 -0.2 0.2 0.0
H 3.2307 -1.2943 3.5090 0.1 -0.2 0.2
H 2.3762 -1.7452 4.9937 0.0 0.0 0.0
Cl -0.0272 8.0201 -6.8618 0.4 -0.4 0.8
C 6.0536 -0.5658 0.8399 0.1 0.0 -0.1
C 6.1328 -1.2956 2.1643 -0.3 -0.2 0.2
O 5.1504 -1.6814 2.7512 0.8 1.2 -0.6
N 7.3825 -1.5163 2.6944 0.1 0.2 -0.3
C 8.6689 -1.1390 2.1512 -0.2 -0.3 0.5
H 5.0091 -0.4702 0.5549 0.0 -0.1 0.1
H 6.4832 0.4345 0.9300 0.1 0.0 -0.1
H 6.5768 -1.1271 0.0618 0.1 0.1 0.0
H 7.3578 -2.0072 3.5744 -0.1 0.0 0.0
H 9.2735 -2.0383 2.0031 0.2 0.1 -0.2
H 9.1820 -0.4881 2.8647 0.2 0.1 -0.2
H 8.5677 -0.6184 1.2037 -0.1 0.0 0.0
Cs -3.9670 -2.9859 2.9492 1.5 0.5 4.3
F 3.7898 -3.4220 3.2898 -0.9 -0.9 0.3
F -1.9241 8.3851 -3.5904 0.3 0.2 -0.7